# 1
119
Properties=species:S:1:pos:R:3:forces:R:3:lowdin_spin:R:1 method="wB97M-V/def2-TZVPD" spin_multiplicity=11 e_homo_ev="-4.0355 / -4.7165" orbital_gap_ev="6.39 / 7.07" charge=-1 molar_mass_g_mol=755.57 e_lumo_ev="2.353 / 2.351" max_force_ha_per_bohr=0.044 s2=30.0059
Mn -0.2509 -1.5923 2.8162 -0.6 -0.5 -2.1 4.689
Mn -2.8526 -0.2856 1.4473 0.9 0.4 1.0 4.675
C 3.6751 -1.7041 2.9171 0.0 0.6 0.0 0.001
C 2.6319 -2.0462 1.8674 -1.0 -0.6 -0.4 0.009
O 1.5076 -2.6599 2.3792 -0.3 0.6 0.8 0.061
H 3.2581 -1.0451 3.6909 -0.2 -0.2 0.0 0.000
H 4.4822 -1.1110 2.4688 0.3 -0.4 0.0 0.000
H 4.0345 -2.6110 3.4047 0.2 0.0 0.0 0.000
H 3.0624 -2.7403 1.1180 0.4 0.3 0.0 0.001
H 2.3365 -1.1443 1.2946 0.4 0.2 0.1 0.001
C -2.9615 3.8132 0.5849 -0.6 0.8 -0.4 0.002
C -4.0734 2.8196 0.9431 0.3 0.3 0.8 0.012
O -3.6451 1.5416 1.1052 0.2 -0.9 -0.2 0.074
H -2.2025 3.9626 1.3547 0.2 -0.6 -0.1 0.000
H -3.3944 4.8225 0.4772 -0.1 -0.1 -0.1 0.000
H -2.5573 3.5628 -0.4000 0.4 -0.1 0.2 0.000
H -4.8511 2.9358 0.1591 0.0 -0.1 0.0 0.002
H -4.5193 3.1860 1.8945 -0.2 0.1 -0.2 0.002
C -3.0116 -1.2476 5.7599 -0.4 -0.5 -0.4 0.002
C -2.7738 -0.2921 4.5823 0.2 0.2 0.3 0.011
O -2.3135 -0.9094 3.4380 -0.1 0.1 -0.2 0.084
H -2.1867 -1.9528 5.8166 0.2 0.2 0.2 0.000
H -3.9007 -1.8712 5.6014 0.0 0.1 -0.1 0.000
H -3.1487 -0.7153 6.7047 0.1 0.0 0.0 0.000
H -2.0539 0.4654 4.9618 -0.1 0.1 -0.2 0.001
H -3.7252 0.2333 4.3855 0.1 0.2 0.1 0.002
C 0.9026 0.3415 -0.6153 0.5 0.4 0.1 0.002
C -0.2967 0.7218 0.2511 -0.5 -0.6 -0.1 0.013
O -0.6846 -0.2598 1.1534 -0.1 0.2 0.4 0.099
H 1.7911 0.6128 -0.0354 0.2 -0.1 -0.3 0.000
H 0.8878 0.9257 -1.5407 0.2 0.1 0.0 0.000
H 1.0372 -0.7064 -0.8909 -0.5 -0.1 0.2 0.000
H -1.1784 0.9439 -0.3779 0.2 0.3 -0.2 0.003
H -0.0088 1.6749 0.7366 -0.2 0.0 0.1 0.001
B -1.8866 -3.3328 1.3263 -0.3 -0.3 -0.3 0.040
H -1.7582 -3.4799 0.1302 0.2 -0.3 -0.1 0.004
H -2.5224 -4.2418 1.8283 -0.2 0.0 0.1 0.005
H -0.8169 -3.2975 1.8614 0.6 -0.2 0.2 0.010
H -2.4310 -2.2763 1.4628 -0.4 0.1 0.2 0.010
C -1.6788 1.6233 -5.7377 0.1 0.8 -0.5 0.000
O -0.6383 0.6983 -5.6391 0.5 -0.4 0.0 0.000
C -0.3913 0.1958 -4.3140 -1.0 0.7 -1.2 0.000
C 0.6270 -0.8968 -4.3794 -0.1 -0.3 0.9 0.000
O 1.9523 -0.4410 -4.4846 0.2 -0.1 -0.1 0.000
C 2.3680 -0.1375 -5.8005 -0.3 0.4 0.0 0.000
H -2.1946 1.4805 -6.6924 -0.2 -0.3 0.2 0.000
H -1.2886 2.6502 -5.8226 0.0 -0.1 0.4 0.000
H -2.3835 1.5691 -4.9033 -0.1 -0.1 0.0 0.000
H -1.3666 -0.1914 -4.0008 0.2 -0.2 0.5 0.000
H -0.0800 1.0194 -3.6639 0.1 -0.1 0.2 0.000
H 0.3526 -1.6298 -5.1471 0.1 0.1 -0.2 0.000
H 0.5646 -1.4047 -3.4105 0.1 -0.1 -0.1 0.000
H 2.3183 -1.0239 -6.4416 0.1 0.0 0.0 0.000
H 3.3862 0.2444 -5.7399 0.1 -0.2 0.0 0.000
H 1.7482 0.6555 -6.2285 0.0 -0.1 -0.1 0.000
C -2.4269 -1.4305 -1.5188 0.3 0.1 -1.3 0.004
O -3.3286 -1.1140 -0.5081 -0.4 0.4 0.4 0.033
C -4.6801 -1.3385 -0.8298 -0.1 0.1 0.0 0.004
C -5.5866 -0.8911 0.3189 0.0 -0.8 -0.3 0.002
O -4.9686 -1.2676 1.5346 0.5 0.2 -0.4 0.030
C -5.7990 -1.3172 2.6562 -0.9 0.6 0.4 0.003
H -2.3243 -0.5958 -2.2289 -0.4 0.0 0.1 0.000
H -2.8045 -2.3005 -2.0634 0.3 -0.1 0.0 0.001
H -1.4223 -1.6104 -1.1484 -0.2 -0.2 0.6 0.000
H -4.8448 -2.4033 -1.0277 0.2 0.0 0.0 0.001
H -4.9406 -0.7728 -1.7340 -0.1 0.0 0.0 0.001
H -6.4919 -1.5067 0.2302 -0.2 0.4 -0.1 0.001
H -5.8071 0.1743 0.2362 0.1 0.1 0.4 0.000
H -5.2661 -1.7701 3.4870 0.2 -0.2 -0.2 0.000
H -6.7276 -1.8548 2.4183 0.2 -0.3 0.1 0.001
H -6.1273 -0.3230 2.9984 0.2 0.1 -0.2 0.000
C 4.5371 0.1618 -2.1044 0.3 -0.1 -0.9 0.000
O 5.3917 -0.9663 -2.2014 -0.1 0.4 -0.3 0.000
C 4.8368 -2.0023 -2.9833 0.5 -1.0 0.5 0.000
C 5.9332 -3.0192 -3.2201 0.8 -0.1 -0.3 0.000
O 6.7828 -2.7256 -4.3332 -0.5 0.0 -0.1 0.000
C 7.4719 -1.4973 -4.3192 0.4 -0.1 -0.7 0.000
H 4.2662 0.4979 -3.1167 -0.2 -0.1 0.1 0.000
H 5.1266 0.9807 -1.6978 -0.2 -0.1 0.6 0.000
H 3.6237 -0.0897 -1.5626 0.0 0.3 0.2 0.000
H 4.4587 -1.7166 -3.9703 -0.2 0.5 0.2 0.000
H 4.0584 -2.5014 -2.3904 -0.3 0.1 -0.3 0.000
H 5.5527 -4.0062 -3.4825 -0.3 0.1 0.2 0.000
H 6.5316 -3.1283 -2.3061 0.0 0.1 0.0 0.000
H 7.7618 -1.2848 -5.3553 0.1 -0.3 0.1 0.000
H 8.3963 -1.6149 -3.7449 -0.1 0.4 0.3 0.000
H 6.8720 -0.6378 -4.0291 0.0 -0.1 0.5 0.000
C -0.7960 -4.0225 4.8760 -0.4 -0.7 -0.2 0.005
O -0.3139 -2.7206 4.6615 0.2 0.2 0.6 0.036
C 0.7849 -2.3421 5.4631 0.3 -0.1 0.2 0.003
C 0.8948 -0.8168 5.4911 -0.6 0.2 0.3 0.004
O 0.6475 -0.2606 4.2064 0.7 -0.1 0.5 0.041
C 1.2003 1.0116 3.9674 0.1 0.4 -0.8 0.006
H -1.5015 -4.2643 4.0806 0.0 0.3 -0.1 0.000
H -1.3260 -4.0851 5.8342 0.2 0.0 0.1 0.001
H -0.0143 -4.7864 4.8172 0.2 0.2 0.1 0.000
H 1.7073 -2.8030 5.0965 -0.1 0.0 -0.3 0.000
H 0.6235 -2.6903 6.4926 0.0 0.1 0.0 0.001
H 1.8771 -0.5099 5.8599 0.1 -0.1 -0.1 0.001
H 0.1371 -0.4061 6.1708 0.0 0.0 0.0 0.000
H 0.6071 1.8012 4.4352 0.1 0.0 0.2 0.001
H 1.1780 1.1766 2.8873 -0.3 -0.1 0.0 0.001
H 2.2629 1.0737 4.2235 -0.1 -0.1 0.4 0.001
C 0.8693 5.5770 0.4184 -0.4 -0.1 0.5 0.000
O 1.9078 5.4720 -0.5174 -0.1 -0.1 -0.1 0.000
C 1.8838 4.2689 -1.2487 0.7 -0.2 -0.7 0.000
C 0.5947 3.8824 -1.9235 -0.7 -0.3 1.2 0.000
O 0.1138 4.8682 -2.7837 0.4 0.3 -0.7 0.000
C -1.1155 4.5161 -3.3708 -0.3 -0.1 0.1 0.000
H -0.1224 5.5617 -0.0456 0.1 0.2 -0.1 0.000
H 1.0024 6.5133 0.9575 0.0 0.0 -0.1 0.000
H 0.8612 4.7630 1.1596 0.2 0.0 -0.1 0.000
H 2.2089 3.4078 -0.6462 -0.2 0.1 0.2 0.000
H 2.6360 4.3653 -2.0399 0.0 0.2 0.2 0.000
H -0.1841 3.6964 -1.1660 0.1 -0.2 0.0 0.000
H 0.7747 2.9202 -2.4212 0.0 0.1 -0.2 0.000
H -1.2526 3.4288 -3.4063 0.1 0.1 0.0 0.000
H -1.1516 4.8866 -4.3956 0.0 0.1 0.1 0.000
H -1.9471 4.9369 -2.7944 0.0 0.0 -0.1 0.000


# 2
49
Properties=species:S:1:pos:R:3:forces:R:3:mulliken_charge:R:1 method="wB97M-V/def2-TZVPD" spin_multiplicity=1 e_homo_ev=-10.1731 orbital_gap_ev=8.50 molar_mass_g_mol=673.05 e_lumo_ev=-1.678 max_force_ha_per_bohr=0.117
C 3.0112 -6.5599 1.6393 -2.5 -1.8 -2.7 -0.493
C 3.1206 -5.1550 2.0552 0.1 -1.3 1.9 0.638
O 4.4138 -5.1879 2.6546 0.7 1.3 -0.2 -0.269
C 5.0560 -6.3542 2.4224 4.3 -3.1 1.6 0.647
O 6.1962 -6.7531 2.8150 -5.1 2.8 -1.6 -0.567
O 4.2527 -7.1983 1.7372 0.1 0.7 0.0 -0.308
F 2.1778 -5.1011 3.0580 0.0 1.4 0.5 -0.303
H 2.5006 -6.6479 0.6803 1.1 0.0 -1.0 0.334
H 2.1978 -7.0763 2.1490 0.6 0.0 1.3 0.236
H 2.9036 -4.3409 1.3635 0.6 0.0 0.1 0.063
C 1.1990 0.9599 -5.4466 -1.7 -2.1 1.9 -0.410
C 1.8517 -0.2754 -4.7857 0.6 0.3 -2.2 0.850
O 3.2130 -0.1466 -5.2480 0.3 1.2 -0.4 -0.333
C 3.2328 0.6594 -6.4512 -0.4 0.6 1.6 0.644
O 4.1606 1.0032 -7.1355 -2.0 -1.5 1.6 -0.476
O 1.9350 1.0970 -6.5590 2.6 1.6 -3.1 -0.338
F 1.4621 -1.4313 -5.4267 -0.8 -0.1 0.5 -0.309
H 1.1442 1.7736 -4.7235 0.6 0.5 -0.3 0.290
H 0.1822 0.7753 -5.7933 -0.1 -0.3 0.4 0.297
H 1.6568 -0.3583 -3.7165 0.8 -0.2 -0.1 -0.205
C -4.2894 0.0406 -0.8599 -0.9 -1.6 -1.2 -0.328
C -2.9810 -0.0751 -1.2454 0.0 -0.9 -0.8 -0.843
C -2.0607 0.6864 -0.6160 1.6 1.7 1.0 -0.363
C -2.3823 1.6626 0.3636 -0.7 -0.4 -1.1 0.028
C -3.7499 1.8384 0.6342 0.2 0.0 -0.5 0.645
C -4.6598 0.9867 -0.0173 -1.0 2.8 2.4 -0.629
C -4.2314 2.8864 1.5707 -3.6 -0.2 0.9 0.555
O -5.4940 3.0989 1.7614 5.4 -0.5 -0.8 -0.683
C -3.1266 3.4819 2.4257 -2.9 -0.7 -0.4 0.416
C -3.5702 4.2292 3.5005 0.7 1.0 -0.4 -0.806
C -2.5951 4.8483 4.2253 0.0 0.4 1.4 -0.377
C -1.2407 4.5568 4.0995 0.3 0.5 0.1 -0.473
C -0.8088 3.6955 3.1210 -1.1 0.3 -0.6 -0.685
C -1.8012 3.1902 2.2527 3.0 0.2 -1.1 0.332
C -1.2834 2.4692 1.0111 -1.5 -1.7 0.8 0.336
O -0.1267 2.3087 0.6759 -0.3 0.7 0.4 -0.620
H -5.1178 -0.5790 -1.1702 0.4 -0.3 -0.8 0.377
H -2.7311 -0.7319 -2.0656 0.3 -0.2 0.2 0.439
H -1.0083 0.6237 -0.8506 0.0 -0.1 -0.2 0.591
H -5.7111 1.1647 0.1542 -0.1 -0.1 0.3 0.458
H -4.5848 4.5562 3.6736 -0.2 -0.6 -0.3 0.416
H -2.9702 5.5711 4.9347 0.5 0.1 0.3 0.383
H -0.5050 5.0958 4.6780 -0.1 0.0 0.3 0.386
H 0.2417 3.5530 2.9151 0.0 -0.3 0.0 0.428
C 2.0812 -0.4064 -0.0021 0.4 -1.2 -0.3 -0.120
Br 3.2095 0.3442 -1.3611 -0.6 0.4 -0.4 0.001
Br 3.3772 -1.4084 1.0773 -0.7 0.4 0.5 -0.032
Br 0.7718 -1.7194 -0.6788 0.4 0.5 0.0 -0.077
H 1.4806 0.3494 0.5040 0.5 -0.1 0.2 0.260


# 3
15
Properties=species:S:1:pos:R:3:forces:R:3:mulliken_charge:R:1 method="wB97M-V/def2-TZVPD" spin_multiplicity=1 smiles="OC[C@]1(O)C=NSC1" e_homo_ev=-8.9703 orbital_gap_ev=9.55 molar_mass_g_mol=133.17 e_lumo_ev=0.582 de_lowest_kj_mol=194.70 max_force_ha_per_bohr=0.054
O 0.7029 -1.4680 -2.3447 -0.6 -0.2 -0.2 -0.518
C 0.5315 -0.1576 -1.8883 0.6 1.2 -0.6 -0.882
C 0.3506 -0.0511 -0.3764 0.5 -1.0 -0.1 0.987
O 1.5375 -0.6246 0.1534 0.8 -0.3 0.6 -0.623
C -0.7635 -0.9067 0.1965 -1.5 2.3 -0.3 -0.254
N -1.4267 -0.3516 1.1461 0.1 -1.7 0.1 -0.457
S -0.8133 1.1071 1.6895 0.3 0.5 -0.9 -0.006
C 0.1556 1.3536 0.1331 -0.1 0.3 0.1 -0.867
H 1.3458 -1.9060 -1.7930 0.5 -0.1 0.4 0.348
H 1.4395 0.4629 -2.1508 -0.8 -0.4 0.3 0.320
H -0.3218 0.2693 -2.4500 0.3 -0.2 0.5 0.376
H 1.3952 -0.7579 1.1065 0.2 0.0 -0.4 0.423
H -1.1276 -1.7743 -0.3328 0.1 -0.4 0.3 0.430
H -0.4104 1.9097 -0.6200 -0.2 0.2 0.4 0.345
H 1.1093 1.8565 0.3267 -0.2 -0.2 -0.1 0.380


# 4
15
Properties=species:S:1:pos:R:3:forces:R:3:mulliken_charge:R:1 method="wB97M-V/def2-TZVPD" spin_multiplicity=1 e_homo_ev=-14.2645 orbital_gap_ev=8.68 charge=+1 molar_mass_g_mol=89.11 e_lumo_ev=-5.589 de_lowest_kj_mol=321.53 max_force_ha_per_bohr=0.115
C -0.2195 -1.2753 -1.6176 1.5 -0.8 0.5 0.915
C -1.4305 -1.2752 -2.0743 1.2 1.1 2.1 -0.714
C 2.0178 -0.7425 -1.2054 4.3 3.4 -2.1 -0.431
C -0.7986 1.2557 1.4276 -1.7 -1.1 -2.4 -0.607
O 0.9182 -1.5502 -1.1553 -5.5 -1.5 -0.8 -0.195
O -0.2439 1.2597 0.1233 1.1 0.6 -2.1 -0.503
H -2.2384 -0.7833 -1.5311 0.3 0.0 0.2 0.276
H 0.1829 2.1412 -0.0111 -0.6 -1.3 -0.1 0.314
H -1.6644 -1.5936 -3.0347 -0.1 -0.8 -1.8 0.310
H 2.4694 -0.6770 -2.3203 -1.4 0.0 2.5 0.319
H 2.8241 -1.2029 -0.6287 -0.5 -0.1 0.1 0.246
H 1.7785 0.2741 -0.7859 0.2 -1.1 -0.6 0.250
H -0.6075 2.2183 1.6944 -0.2 2.4 2.3 0.361
H -1.8723 0.9898 1.3466 0.5 0.4 0.3 0.209
H -0.2842 0.5142 1.9257 0.9 -1.3 1.9 0.248


# 5
25
Properties=species:S:1:pos:R:3:forces:R:3:mulliken_charge:R:1 method="wB97M-V/def2-TZVPD" spin_multiplicity=1 e_homo_ev=-11.1904 orbital_gap_ev=7.27 charge=+1 molar_mass_g_mol=121.21 e_lumo_ev=-3.922 de_lowest_kj_mol=126.21 max_force_ha_per_bohr=0.021
C -0.1317 0.4776 2.3660 0.2 -0.5 0.3 -0.644
N -1.3126 -0.1041 2.9504 -1.0 -0.2 -0.3 -0.336
C -2.0989 -0.9223 2.0355 -0.1 -0.1 -0.1 -0.542
N -2.9835 -0.1760 1.1309 0.7 0.2 0.7 -0.583
H 0.2423 1.3198 2.9431 -0.1 0.1 0.0 0.339
H 0.7070 -0.2362 2.2604 0.0 0.0 -0.1 0.250
H -0.4277 0.8136 1.3737 0.2 0.3 0.0 0.137
H -1.2436 -0.6033 3.8207 0.6 0.3 0.2 0.233
H -2.7113 -1.5994 2.6284 0.0 0.1 0.1 0.378
H -1.4522 -1.5699 1.4205 -0.1 0.0 -0.1 0.257
H -3.3526 0.5839 1.7037 -0.3 -0.2 -0.1 0.303
H -2.3834 0.2986 0.4716 0.0 0.1 -0.4 0.236
C 0.8833 -0.5917 -1.8480 -0.2 0.4 0.5 -0.723
N -0.2907 -0.6062 -0.9725 0.6 -0.1 -0.2 -0.431
C 1.4907 0.8143 -1.7447 0.5 -0.2 -0.1 -0.530
N 2.5258 0.9657 -2.8531 0.2 -0.1 0.2 -0.281
H 0.6616 -0.8500 -2.8827 -0.3 0.1 0.0 0.513
H 1.6447 -1.2960 -1.4934 0.1 -0.1 -0.2 0.378
H -0.9637 -1.2991 -1.2596 -0.2 -0.1 -0.1 0.262
H 0.0402 -0.8936 -0.0595 -0.3 0.1 0.2 0.074
H 2.0218 0.8791 -0.7964 0.1 0.3 -0.1 0.320
H 0.8107 1.6552 -1.8189 -0.3 -0.2 -0.1 0.323
H 3.0966 1.8165 -2.8000 -0.2 -0.1 0.2 0.358
H 3.1568 0.1603 -2.8086 0.1 0.1 -0.2 0.360
H 2.0705 0.9631 -3.7675 0.0 -0.1 0.0 0.349